No. 1
10
Properties=species:S:1:pos:R:3:forces:R:3 method="wB97M-V/def2-TZVPD" homo_ev="-11.42 / -11.28" total_charge=0 spin_multiplicity=1 homo_lumo_gap_ha="0.2962 / 0.2694"
C -1.828680 -1.289708 0.260621 2.14 2.35 0.96
C -0.811548 1.370962 0.100294 0.71 -0.15 -0.01
C 1.157501 0.014815 0.332410 1.33 -0.67 -0.47
N -2.476288 -2.155116 -0.091567 -1.47 -1.94 -0.80
N -1.508955 2.196517 -0.324085 -0.69 0.84 -0.54
N -0.097522 0.499564 0.701667 -1.44 -0.78 0.95
O 1.527085 0.083396 -1.010841 -0.24 0.20 -0.20
H 1.266657 -1.005340 0.740952 -0.17 0.30 -0.11
H 1.897607 0.638006 0.865702 -0.24 -0.07 0.06
H 0.874145 -0.353095 -1.575149 0.08 -0.09 0.16


No. 2
10
Properties=species:S:1:pos:R:3:forces:R:3 method="wB97M-V/def2-TZVPD" smiles="N=C=CC=O.N#N" homo_ev=-9.66 total_charge=0 spin_multiplicity=1 homo_lumo_gap_ha=0.3734
N -0.515030 1.228313 -1.632941 0.44 -0.37 0.59
C 0.091081 0.699683 -0.726342 -0.30 0.26 -0.46
C 0.812441 0.204474 0.270032 -0.03 0.13 -0.14
C 0.519560 0.610917 1.646330 -0.10 0.12 0.04
O -0.360062 1.378140 1.971111 0.20 -0.21 -0.04
H -1.366569 0.795842 -1.983724 0.04 0.01 0.06
H 1.611827 -0.495392 0.056412 -0.09 0.09 -0.01
H 1.189536 0.150986 2.399381 -0.09 0.07 -0.01
N -1.154843 -2.053240 -1.473182 0.47 -0.95 1.61
N -0.853047 -2.568043 -0.546856 -0.55 0.84 -1.65


No. 3
11
Properties=species:S:1:pos:R:3:forces:R:3 method="wB97M-V/def2-TZVPD" homo_ev=-9.54 total_charge=0 spin_multiplicity=1 homo_lumo_gap_ha=0.3187
C -0.407094 -0.524786 0.167188 0.35 6.38 -0.85
C 0.552846 1.464790 -0.203366 0.83 3.82 1.18
C 1.109368 0.294336 -0.940882 1.30 2.34 0.20
H -1.789087 -3.012749 0.530665 5.18 1.59 -0.62
H -1.038529 1.564292 0.939028 -0.15 -1.23 0.23
H 2.048705 0.318991 -1.304712 2.82 0.48 -2.30
N -1.242759 -1.229316 0.667295 -1.77 -2.30 2.23
N -0.400011 0.891501 0.508412 -0.99 -0.82 -0.39
N 0.573853 -0.807399 -0.765119 -0.75 -1.53 1.06
O -0.746297 -2.471088 0.413578 -6.82 -5.48 0.67
O 0.837624 2.688577 -0.060668 -0.01 -3.23 -1.42


No. 4
11
Properties=species:S:1:pos:R:3:forces:R:3 method="wB97M-V/def2-TZVPD" smiles=C1ONc2nonc21 homo_ev=-9.63 total_charge=0 spin_multiplicity=1 homo_lumo_gap_ha=0.3740
C -1.297171 1.146006 0.100333 -0.91 0.25 0.14
O -2.017151 -0.074815 -0.193469 0.25 -0.16 -0.04
N -1.155638 -1.198842 0.178965 0.13 0.59 0.16
C 0.124428 -0.666442 0.008340 -0.75 -0.88 0.58
N 1.308619 -1.142583 0.043283 0.76 0.58 -0.51
O 2.091287 0.022416 -0.054131 0.09 -0.16 0.35
N 1.328007 1.163844 -0.036990 -0.47 -0.46 -0.16
C 0.108906 0.730055 -0.005693 0.87 0.36 -0.42
H -1.502653 1.447864 1.129875 -0.12 0.13 0.05
H -1.689726 1.892601 -0.596461 0.32 -0.09 0.12
H -1.384610 -1.935912 -0.467297 -0.16 -0.16 -0.26


No. 5
11
Properties=species:S:1:pos:R:3:forces:R:3 method="wB97M-V/def2-TZVPD" smiles="CC(=O)N=C=O.N#N" homo_ev=-10.39 total_charge=0 spin_multiplicity=1 homo_lumo_gap_ha=0.3734
C 1.597041 0.738738 -0.799373 1.02 0.56 1.92
C 0.303959 0.366354 -0.017150 4.75 -0.41 3.83
O 0.365147 -0.024174 1.171067 0.26 1.38 -3.43
N -0.691297 0.261147 -0.871306 -6.69 -2.93 -1.37
C -1.690261 -0.538655 -0.883075 -2.67 -2.90 -3.54
O -2.594617 -1.330183 -1.290512 6.00 5.54 3.26
H 1.815846 -0.292147 -1.133664 0.06 0.74 -1.18
H 1.570990 1.646696 -1.518837 -0.16 -2.12 0.93
H 2.462281 0.842876 -0.050900 -1.45 0.40 -0.89
N -1.596229 -0.527763 2.114755 -0.54 -8.05 15.22
N -1.542860 -1.142888 3.278996 -0.59 7.80 -14.75


No. 6
11
Properties=species:S:1:pos:R:3:forces:R:3 method="wB97M-V/def2-TZVPD" homo_ev=-9.09 total_charge=0 spin_multiplicity=1 homo_lumo_gap_ha=0.2960
C -1.610036 0.485099 -0.861005 -0.13 -0.09 1.86
C -0.551749 0.202207 0.121613 -6.99 0.92 -3.57
C 1.262994 -0.401011 0.820527 -3.81 -1.33 2.36
H -0.557063 0.371190 -2.345119 3.16 -0.60 -0.78
H -2.712233 0.633835 -0.388214 2.76 -0.44 -1.73
H 3.173684 -0.154959 0.698982 -2.75 -2.54 2.72
N -0.954335 -0.329890 1.361278 4.84 -0.16 -1.44
N 0.256593 -0.760835 1.736904 -1.94 0.13 1.81
N 0.699885 0.087998 -0.245418 3.91 0.52 -0.97
O -1.444981 0.580865 -2.241090 -3.11 0.47 4.10
O 2.437240 -0.714498 1.341543 4.05 3.13 -4.34


No. 7
11
Properties=species:S:1:pos:R:3:forces:R:3 method="wB97M-V/def2-TZVPD" homo_ev=-10.02 total_charge=0 spin_multiplicity=1 homo_lumo_gap_ha=0.3815
C -1.560521 -1.395132 -0.915075 -0.27 -0.24 -2.73
N -0.460003 -0.876000 -0.566507 -0.90 -0.80 1.19
O -0.692403 0.574160 -0.184238 1.59 -1.85 -1.61
C 0.618210 0.833028 0.127827 0.08 1.72 -0.02
C 1.538904 1.518014 -0.765284 2.29 0.29 -0.83
N 2.505727 1.905940 -1.304041 -2.59 -0.64 0.98
N 1.093971 0.547874 1.269509 1.82 1.48 -2.45
O 0.235538 -0.151299 1.946742 0.07 0.30 7.29
H -1.693133 -2.562115 -1.259253 0.69 3.28 1.14
H -2.195550 -0.555644 -1.314297 -0.79 -1.47 0.88
H 0.609261 0.161174 2.964618 -1.99 -2.08 -3.84


No. 8
11
Properties=species:S:1:pos:R:3:forces:R:3 method="wB97M-V/def2-TZVPD" homo_ev=-9.65 total_charge=0 spin_multiplicity=1 homo_lumo_gap_ha=0.3212
C -0.272477 0.477712 -0.068574 0.02 -2.64 -0.63
C 0.983785 1.083981 -0.268265 -0.33 -4.62 2.13
C -0.329248 -0.918926 0.001730 2.97 -2.21 -1.71
H -1.179882 1.889122 0.772275 -2.90 -3.92 -3.32
H 1.234714 2.083679 -0.160951 0.11 1.98 -0.51
H -2.233910 -1.216006 -0.159430 -0.76 0.94 0.08
N 2.052346 0.252155 -0.073434 -0.82 -1.18 -0.08
N 1.918508 -1.126079 0.098360 1.05 2.28 -0.92
N 0.797199 -1.743770 -0.001895 -1.67 2.68 0.76
O -1.561650 0.893825 0.020448 2.03 7.18 3.77
O -1.409385 -1.675698 -0.160260 0.29 -0.49 0.44


No. 9
11
Properties=species:S:1:pos:R:3:forces:R:3 method="wB97M-V/def2-TZVPD" smiles="[H]/N=c1/nncc(O)o1" homo_ev=-9.24 total_charge=0 spin_multiplicity=1 homo_lumo_gap_ha=0.3324
H 0.635834 0.583373 2.981931 -0.73 -0.23 -0.70
N 0.215358 -0.261799 2.561572 0.59 0.42 -1.04
C 0.253688 -0.370637 1.302268 1.36 -0.78 1.08
N 0.110634 -1.638783 0.695423 -1.77 -1.02 -0.40
N -0.401918 -1.710777 -0.463975 1.25 1.04 0.58
C -0.510719 -0.505619 -1.209201 -1.40 -2.70 0.86
C 0.180349 0.533113 -0.776202 -1.58 0.43 -0.84
O 0.286316 1.688414 -1.366321 0.69 1.70 -0.47
O 0.739546 0.549521 0.388110 1.32 0.84 2.08
H -1.292005 -0.593698 -1.932839 0.31 0.50 -0.85
H -0.217084 1.726893 -2.180765 -0.04 -0.19 -0.30


No. 10
11
Properties=species:S:1:pos:R:3:forces:R:3 method="wB97M-V/def2-TZVPD" smiles="O=CNc1cnno1" homo_ev=-9.71 total_charge=0 spin_multiplicity=1 homo_lumo_gap_ha=0.3749
O 1.194430 -1.579467 -1.041705 0.45 -2.32 -1.14
C 1.717646 -0.538135 -1.216046 3.53 3.34 -0.57
N 1.183288 0.593077 -0.659441 -1.40 2.45 1.02
C -0.045921 0.330130 0.044089 4.62 0.84 -3.40
C -0.611228 -0.845685 0.362463 -0.64 -0.40 0.25
N -1.562505 -0.341457 1.217703 -2.81 -0.43 -0.13
N -1.682872 0.912175 1.171868 -1.33 -1.01 2.43
O -0.663221 1.419516 0.437839 0.80 -0.50 -0.47
H 2.762614 -0.261124 -1.739936 -1.99 -1.07 0.74
H 1.570103 1.631214 -0.601969 -0.89 -3.40 -0.54
H -0.510744 -1.914930 -0.081120 -0.34 2.49 1.82


No. 11
11
Properties=species:S:1:pos:R:3:forces:R:3 method="wB97M-V/def2-TZVPD" homo_ev=-10.14 total_charge=0 spin_multiplicity=1 homo_lumo_gap_ha=0.3722
H -1.775959 -1.415375 1.311897 -0.60 -1.67 0.30
N -1.568162 -0.500128 1.615367 1.38 2.02 0.24
C -0.876546 -0.089425 0.636657 -3.28 -1.25 -0.74
N -0.852838 -0.945473 -0.506513 1.30 0.90 -0.98
C 0.134049 -0.961541 -1.309291 -2.25 -3.03 0.26
O 1.339205 -0.463891 -1.116029 1.97 1.79 0.70
C 1.584961 0.525875 -0.148528 -1.55 2.82 2.38
N 0.743718 1.374590 0.499957 4.36 -2.41 -1.75
O -0.623596 1.230622 0.399448 0.38 -0.33 0.08
H 0.051602 -1.753133 -2.140441 0.61 1.75 0.96
H 2.685676 0.682289 0.226490 -2.30 -0.60 -1.43


No. 12
11
Properties=species:S:1:pos:R:3:forces:R:3 method="wB97M-V/def2-TZVPD" smiles="O/N=c1/cncno1" homo_ev=-9.05 total_charge=0 spin_multiplicity=1 homo_lumo_gap_ha=0.3107
O 2.678820 -0.426196 0.293713 -2.72 -2.34 -0.21
N 1.700813 0.418097 -0.220827 4.35 3.18 1.38
C 0.547205 0.016161 -0.166438 -3.07 3.43 -0.39
C -0.527344 1.113320 -0.092228 0.54 -2.20 -0.86
N -1.771924 0.923907 0.092569 0.32 -2.35 0.63
C -2.048157 -0.526291 0.186989 5.69 -1.03 -2.26
N -1.155995 -1.537503 -0.133506 -3.53 3.08 2.17
O 0.233991 -1.203439 -0.200324 -2.68 -4.10 0.27
H 3.500276 -0.052224 0.122421 2.01 1.51 -0.73
H -0.120610 2.059192 -0.275900 0.38 1.53 -0.04
H -3.037075 -0.785026 0.393533 -1.30 -0.71 0.03


Q: Which ΔE to the lowest compared entry with this formula, charge and spin values were calculated for the entries above? A: 146.4, 18.8, 120.1, 140.1, 104.8, 108.4, 177.0, 137.7, 93.8, 101.7, 125.7, 154.1, in kcal per mole.
Q: Which energy values were calculated for the entries above? A: -355.40656, -355.60998, -430.72957, -430.69765, -430.75400, -430.74818, -430.63894, -430.70157, -430.77144, -430.75884, -430.72064, -430.67542, in a.u..